(1)
154
Properties=species:S:1:pos:R:3 method="wB97M-V/def2-TZVPD" smiles=COC[C@H](C)N.COC[C@H](C)N.COC[C@H](C)N.COC[C@H](C)N.COC[C@H](C)N.COC[C@H](C)N.COC[C@H](C)N.COC[C@H](C)N.CO.CO.CO homo_lumo_gap_ev=9.2 homo_energy_ev=-8.68 spin_multiplicity=1
O 3.3473 -0.5331 0.8423
O 0.0155 6.1658 -1.0190
O -5.2976 0.2176 -1.3885
O 1.5452 -5.2350 0.4383
O -0.8454 -1.2978 -5.0420
O -2.4187 -4.9666 -1.7051
O -0.6932 0.6718 5.0917
O 0.8615 -0.7601 -0.5753
O -2.8931 -2.4421 2.0680
O -3.0429 1.9291 -0.2441
O 2.8639 4.3903 1.5959
N -1.2600 -4.8377 -4.3659
N -1.8558 -1.3355 -7.6419
N -4.4280 0.8757 1.7773
N 1.0248 2.9313 4.2053
N 1.3839 5.1429 -4.2436
N 0.4010 -8.0491 0.3429
N 1.4336 -0.3975 3.0591
N 5.6216 4.0649 3.0899
C -0.5598 4.2513 -3.1001
C -0.1098 0.2516 -0.3842
C -0.7714 -0.6904 -3.7884
C 0.4006 -1.0016 -8.5008
C 2.2326 -4.1617 1.0145
C -3.4953 -1.2926 1.5827
C 5.2109 5.0868 2.1236
C -0.6935 1.9893 5.5883
C 0.2749 5.4811 -3.2503
C -0.5144 -4.9728 -3.0876
C -3.7627 -0.1543 2.5509
C 0.8633 -4.2579 -3.2326
C -4.7781 -0.2292 -2.6190
C 0.3722 6.6602 0.2658
C 3.6824 -0.8034 2.2511
C 4.3192 -1.1117 -0.0612
C 0.4161 -5.6421 1.1416
C -1.6413 -7.0135 1.3318
C 6.4137 5.7463 1.5108
C 4.1868 4.4581 1.0988
C 0.9705 6.0294 -1.9968
C -4.5386 -0.6559 3.8100
C -0.4033 2.9644 4.4520
C -3.2197 -4.3942 -0.6759
C -1.2276 -4.2353 -1.9554
C 2.0683 3.3972 0.9389
C -1.2858 2.8353 3.2470
C -0.6422 -0.3136 6.1129
C -3.8962 2.9152 -0.7352
C 3.4386 -0.0014 4.5289
C -1.5084 -2.2428 2.4249
C -0.4733 -1.4777 -7.3349
C -0.1837 -0.6589 -6.0891
C 2.8268 0.0712 3.1449
C -0.3289 -6.8159 0.4728
H -4.4428 -1.6325 1.1353
H 0.4749 0.0759 -8.5475
H 7.0637 6.3363 2.1653
H 6.9737 4.9386 1.0440
H 1.3446 -7.9385 -0.0105
H -3.6019 -3.3913 -1.0356
H -0.3675 -6.0105 -2.8949
H 4.7450 3.5864 3.2869
H -1.5954 -0.2938 6.6626
H -4.2396 2.6928 -1.7481
H -4.5931 0.2193 -0.7308
H -0.5061 6.9595 0.7786
H -2.3446 -1.9031 -6.9650
H -4.2584 -1.6686 4.0775
H -0.7145 -4.1007 -1.0176
H 4.5162 0.2454 4.4672
H -0.3456 -4.8090 1.1911
H 2.8754 1.1168 2.7463
H 0.0382 3.4255 -2.6330
H -1.4754 -1.6143 3.3648
H 1.1622 3.3816 1.4557
H 1.6519 -0.4153 -0.1631
H -1.0638 -3.2290 2.5996
H 0.1961 -0.7010 -3.3698
H 6.2805 3.4388 2.6088
H -1.6441 2.1667 6.1266
H 0.2545 -0.1565 6.7494
H 1.7831 5.2674 -1.8053
H -3.9861 0.3914 -3.0385
H 1.5297 -4.7088 -3.9517
H 1.7639 -3.1952 0.8425
H -2.1973 -5.2393 -4.3083
H -1.5356 4.4400 -2.5927
H -4.1313 -4.9888 -0.5874
H 1.7757 3.6586 -0.0883
H 0.9049 -0.6494 -5.9426
H -5.2001 0.5344 1.2906
H -4.6389 1.7234 2.3297
H -0.3689 6.2785 -3.6676
H -5.6298 -0.5780 3.6682
H -0.6667 -6.4472 -0.5123
H 3.3400 -1.0301 4.9143
H -5.6456 -0.2113 -3.2760
H 1.3938 3.8083 3.9186
H -2.1104 -6.0687 1.4822
H -1.0561 -0.0400 -0.8538
H -1.2017 1.8571 2.7511
H 0.1324 2.0667 6.3190
H -0.5383 0.3393 -6.2390
H 4.7622 -0.5887 2.4426
H -0.9036 -1.8032 1.6318
H 3.2144 -4.2078 0.5177
H 4.1024 5.0520 0.1829
H 0.9589 5.9393 0.8188
H 2.3328 -4.3744 2.0774
H -2.3028 -7.7470 0.9170
H 1.5301 6.9706 -2.2810
H 0.9452 7.5467 0.1697
H -4.4339 -1.2742 -2.4428
H 6.1751 6.4015 0.7081
H -4.8134 3.0197 -0.1417
H 2.9984 0.6480 5.2487
H 0.8954 -0.0260 3.7769
H -2.8361 0.3174 2.8760
H 4.5398 3.4566 0.8031
H -2.3963 2.8992 3.5284
H -2.6762 -4.1908 0.2609
H 1.4535 -1.3790 -8.3956
H 0.1581 1.1539 -0.8500
H -1.3713 -3.8883 -4.6514
H -2.9009 -0.9555 0.6927
H -1.0909 3.6935 2.5824
H -1.4577 -3.2138 -2.2721
H 1.3556 2.1857 3.6528
H -0.5888 3.9512 4.8828
H -2.0718 -1.7926 -8.5218
H 1.0028 4.8941 -5.1846
H 3.5338 -1.8765 2.3568
H 5.2251 -0.4678 -0.2248
H -1.3606 -1.2496 -3.0814
H -1.1150 0.3220 -3.7415
H -4.3470 -0.0394 4.7184
H 0.7293 -5.8764 2.1739
H -0.7830 3.9333 -4.1331
H 1.4079 -4.2995 -2.2661
H -0.3731 0.4452 0.6378
H 0.6232 -3.2388 -3.4983
H 4.6606 -2.1189 0.2820
H 0.9934 -0.1264 2.1776
H 2.5825 2.4586 0.9691
H 0.5585 -8.4883 1.2365
H -0.1924 -2.5182 -7.2119
H -3.3461 3.8801 -0.8258
H 3.7531 -1.1623 -1.0139
H 4.5819 5.7979 2.7138
H -1.2866 -7.3846 2.3206
H -0.5464 -1.3036 5.5749
H -3.4618 1.5999 0.5689
H 2.0592 5.8743 -4.3315
H 0.0153 -1.3221 -9.4946

***

(2)
22
Properties=species:S:1:pos:R:3 method="wB97M-V/def2-TZVPD" homo_lumo_gap_ev="8.4 / 8.4" homo_energy_ev="-8.12 / -8.13" spin_multiplicity=1
O 1.8767 -1.8327 -0.6187
N 0.7942 -0.2274 0.6686
C -0.5836 2.7933 -0.7206
C -0.7561 -2.4949 0.0937
C 0.2429 0.5281 -0.2629
C -0.2775 -0.0995 -1.4586
C -0.1594 1.8824 0.1627
C -0.0007 2.2170 1.6209
C 1.0972 -1.5111 0.4707
H -0.9114 0.5093 -2.0982
H 1.3488 -2.0714 1.3728
H -1.2083 -2.2913 1.0620
H -0.8166 3.8040 -0.4141
H 0.4552 -0.6471 -2.0433
H -1.5224 -2.6648 -0.6629
H -0.2987 3.2457 1.8198
H -0.7458 2.5619 -1.7632
H -0.8054 -1.0949 -0.9336
H 1.0354 2.0825 1.9327
H 2.0862 -2.7738 -0.5916
H -0.2481 -3.4605 0.1290
H -0.6025 1.5454 2.2348

***

(3)
101
Properties=species:S:1:pos:R:3 method="wB97M-V/def2-TZVPD" homo_lumo_gap_ev="7.4 / 3.2" homo_energy_ev="-15.03 / -14.97" spin_multiplicity=5 total_charge=+3
Ir 14.6675 13.5930 11.9942
S 13.8968 10.2079 12.0323
S 15.1018 12.4933 14.9786
O 14.8785 13.7554 14.1741
O 14.9243 11.1791 11.5571
N 11.3187 15.7804 12.5753
N 14.8970 16.0085 12.2234
N 12.6100 14.3321 11.6185
N 17.7858 15.5295 9.9247
N 16.3359 14.1086 10.7191
C 14.8575 14.4667 18.4981
C 8.6474 13.2988 12.3059
C 16.7137 15.3541 10.6985
C 16.1304 7.3887 17.8044
C 12.7881 8.1619 10.6534
C 15.2419 8.4508 18.1368
C 16.4821 12.4106 17.2817
C 18.1578 11.6869 8.4912
C 19.1028 12.6191 8.0337
C 9.2140 14.5284 12.5909
C 18.0780 14.2823 9.2733
C 9.3923 10.5033 15.2015
C 15.7575 8.5982 13.1240
C 16.7688 12.9565 18.5086
C 14.9581 8.8223 10.0052
C 13.7861 5.9789 7.7656
C 9.1302 9.1358 15.2688
C 16.3654 7.8791 14.0770
C 15.9645 13.9001 19.1623
C 14.6283 9.1537 17.1653
C 17.1736 12.1106 9.3950
C 15.8640 7.9018 15.4764
C 12.8140 7.2453 9.6135
C 15.8520 16.4894 11.2368
C 19.0683 13.9434 8.4065
C 10.1853 8.2784 15.0286
C 11.3927 13.7094 11.7510
C 10.5382 14.6512 12.3380
C 14.8038 8.7857 15.7842
C 12.5205 15.5030 12.0882
C 12.2771 12.8572 15.1058
C 15.0011 7.9471 8.9263
C 13.8985 7.0858 8.7603
C 10.8016 12.5513 11.3326
C 13.1506 10.5010 14.9837
C 14.6356 9.3991 13.3906
C 9.4678 12.3744 11.5894
C 13.9012 8.9978 10.8346
C 14.2281 9.5476 14.6723
C 11.0125 12.3407 15.0421
C 11.4866 8.7132 14.9822
C 10.7450 10.9698 15.0400
C 15.3241 12.8979 16.7098
C 16.4429 7.1796 16.5364
C 13.5945 16.5589 12.1421
C 13.3528 11.8731 15.0661
C 16.3955 14.4480 20.5564
C 11.7925 10.0464 15.0846
C 14.5392 13.8675 17.2935
C 17.1688 13.4277 9.8165
H 15.2600 16.9811 10.4942
H 10.0538 12.9306 14.9654
H 17.2243 7.3019 13.8485
H 8.6343 15.3121 13.0812
H 18.0862 10.6931 8.1326
H 18.1921 16.4633 9.7222
H 19.8579 12.3961 7.2554
H 15.3388 15.9257 13.1415
H 12.7954 5.8069 7.5056
H 19.8748 14.6035 7.9769
H 17.6586 12.4940 18.9684
H 10.0692 7.2142 14.9513
H 16.4874 11.4067 9.7567
H 15.8501 9.4180 10.0744
H 15.0412 8.7536 19.1776
H 16.6394 15.4428 20.2896
H 14.2561 4.9942 8.2339
H 7.5447 13.1386 12.3527
H 12.0303 6.5747 9.5886
H 14.1816 15.1883 18.9846
H 13.3089 17.2634 12.9599
H 15.8982 7.9062 8.2743
H 14.3494 6.2134 6.7672
H 17.2508 11.8027 16.8035
H 15.5677 14.5348 21.2632
H 16.1153 8.5263 12.0811
H 17.2115 6.4299 16.3819
H 8.5565 11.1364 15.1900
H 8.9116 11.5369 11.1531
H 8.1162 8.8493 15.2232
H 13.7996 9.8161 17.4352
H 16.6128 6.6986 18.4960
H 13.4597 17.1620 11.2506
H 11.8814 8.2800 11.2306
H 16.5017 17.2609 11.6197
H 17.1427 13.8949 21.1015
H 12.3972 13.9884 14.9277
H 11.2197 11.7868 10.7117
H 13.6804 14.4030 16.8814
H 12.2838 7.9999 14.8752
H 11.0462 16.6699 12.9602

***

(4)
138
Properties=species:S:1:pos:R:3 method="wB97M-V/def2-TZVPD" smiles=COCCNCCOC.COCCNCCOC.COCCNCCOC.COCCNCCOC.CO.CO.CO.CO.CO.CO.CO homo_lumo_gap_ev=8.4 homo_energy_ev=-8.32 spin_multiplicity=1
O -1.8706 -3.6256 4.9644
O 1.0901 -5.7707 -6.8602
O 1.5710 5.0812 -2.6612
O 5.3706 -1.8298 -2.1165
O -1.4684 3.8131 -0.4429
O -5.0436 4.6996 4.8622
O -1.6210 -2.4079 -1.0507
O 3.4228 -1.9347 -7.5757
O -8.2303 -2.9695 6.6070
O -2.3318 -1.9604 7.0389
O 1.3956 0.2061 -4.0262
O -0.6313 3.8481 3.5712
O -0.7900 1.0713 2.8909
O 6.3275 6.6638 -0.8443
O 1.0494 -4.5725 -0.2474
N -4.7499 -2.3899 5.5322
N 0.0365 -0.0309 -0.5483
N 3.6392 5.9825 -0.7229
N 1.9416 -3.3241 -5.6468
C 3.5339 -0.9504 -8.5680
C -2.5923 3.6707 0.4679
C 2.9835 -2.4147 -5.2566
C -0.6168 -3.7984 4.3154
C -4.3493 -3.6504 4.9494
C -5.9169 -2.5057 6.4051
C 7.2727 7.7137 -0.7464
C 0.3387 0.6785 -1.7738
C 0.7342 -5.4502 -5.5300
C 1.8394 -4.5748 -4.9542
C 3.0776 -1.3350 -6.3554
C 2.5442 1.0526 -3.9251
C -1.1582 0.3298 4.0459
C 0.1732 -6.7172 -7.3984
C 0.4738 4.5800 -3.3853
C 2.7180 4.8754 -0.5263
C 0.9195 -0.3218 -2.7873
C -2.8354 -2.0620 -0.3771
C 0.3909 4.0888 2.6224
C -7.1258 -3.1449 5.7448
C 1.6338 -3.4314 -0.9717
C 4.4161 5.7786 -1.9699
C 5.6287 6.7023 -2.0732
C -3.6796 4.3545 5.0239
C -0.2041 0.2370 1.8907
C -9.4097 -3.4954 6.0335
C -3.0379 -3.5581 4.1709
C -1.2329 -1.4903 7.8062
C -0.5349 0.7967 0.4970
C 4.4259 -1.3593 -1.1363
C 1.3910 4.9940 -1.2431
H 1.5481 -4.3770 -3.9133
H 1.6937 -0.9330 -2.3193
H -5.6258 -3.0590 7.3090
H 0.1305 -3.9126 5.0956
H -3.0546 -2.6807 3.5139
H 3.8135 -1.3578 -9.5374
H -9.7139 -2.8310 5.2146
H -1.9650 -2.6851 6.5061
H 8.0340 7.6518 -1.5307
H -3.2145 4.2884 4.0303
H 0.6354 5.1443 2.7575
H 0.4872 -6.9912 -8.4034
H 5.0634 -0.9913 -0.3268
H 0.4866 -4.9908 -0.9022
H 6.2544 6.2735 -2.8674
H 2.6294 -0.3393 -8.6814
H -0.7444 -4.7037 3.7137
H -0.2342 -4.9435 -5.4669
H 4.4105 6.0000 -0.0591
H 0.0365 3.8470 1.6176
H -0.5506 -0.7922 1.9982
H 0.8558 4.0472 -1.1254
H 7.7857 7.5956 0.2068
H -6.2202 -1.5254 6.7754
H -5.3900 4.2774 4.0764
H 0.2551 -7.6142 -6.7769
H 3.7723 -0.5471 -6.0388
H 3.7910 -0.5757 -1.5623
H -0.3459 5.3113 -3.3608
H -4.3109 -4.5204 5.6226
H 2.7561 -1.8700 -4.3390
H -0.8614 -0.5035 7.5141
H -2.2397 3.3611 1.4496
H -0.8202 2.8999 3.6323
H -2.9745 -4.4310 3.5040
H 2.4752 4.9250 0.5453
H 3.9741 -2.8879 -5.1914
H 2.7848 -5.1407 -4.9461
H 1.1405 1.3860 -1.5457
H -1.9478 3.9339 -1.2706
H 1.0956 -3.3781 -1.9173
H -3.9933 -1.9885 6.0724
H 5.3749 7.7053 -2.4278
H 3.8352 5.9456 -2.8779
H 6.7582 8.6767 -0.7857
H 0.8747 0.3378 2.0113
H -3.1389 2.8222 0.0464
H -0.3434 0.0325 4.7194
H -9.2943 -4.5330 5.7154
H -0.5349 1.1805 -2.2051
H 1.5352 -2.5425 -0.3576
H 6.1680 -1.3146 -2.0029
H -1.4709 -1.4905 8.8722
H -3.2087 4.5655 0.5315
H 3.4034 0.4210 -4.1580
H -0.8427 -6.3207 -7.4347
H 2.3772 1.8527 -4.6449
H -3.6524 -2.6878 -0.7263
H -2.9486 -0.9929 -0.5327
H 0.7297 4.4689 -4.4375
H -2.7291 -2.1865 0.7052
H 4.3003 -0.1938 -8.3387
H -1.6153 0.8945 0.3564
H 0.6830 -6.3646 -4.9255
H -0.0664 1.7802 0.5247
H 3.8063 -2.1748 -0.7927
H -1.4425 -3.3513 -1.0316
H -0.4275 -2.2126 7.6306
H -7.3029 -2.6494 4.7820
H 4.7661 4.7381 -1.9467
H 0.1401 3.6275 -2.9623
H -1.7481 -0.5313 3.7349
H 0.1269 -0.9473 -3.2046
H -0.3089 -2.9617 3.6805
H -10.2143 -3.4041 6.7630
H -6.9737 -4.2147 5.5650
H 1.3631 3.6019 2.7742
H -0.5334 -0.8622 -0.6668
H -3.0994 5.1453 5.4916
H 2.7754 1.5658 -2.9873
H 2.1033 -0.8288 -6.3152
H 0.7766 5.8219 -0.8848
H 3.0984 3.8438 -0.5513
H -3.5135 3.3679 5.4631
H -1.6509 1.0709 4.6805
H -5.0806 -3.9627 4.1976
H 1.8884 -3.4896 -6.6437
H 2.6459 -3.7633 -1.1952